{"formula": "C3H5N3O", "method": "wB97M-V/def2-TZVPD", "smiles": "OCc1nc[nH]n1", "fmax_ev_per_a": 3.07, "e_lumo_ev": 0.78, "relative_energy_kj_mol": 221.2, "homo_energy_ev": -9.6696, "homo_lumo_gap_ev": 10.449, "elements": ["O", "C", "C", "N", "N", "C", "N", "H", "H", "H", "H", "H"], "positions_angstrom": [[0.2292, -2.5289, 0.3118], [0.8935, -1.3010, 0.2796], [-0.0161, -0.1353, 0.3998], [-1.0845, -0.1829, -0.3737], [-1.1380, 1.0807, -0.8343], [-0.1570, 1.8166, -0.2797], [0.5559, 1.0877, 0.5428], [-0.6181, -2.4127, -0.1412], [1.2857, -0.8811, -0.8035], [1.6407, -1.3757, 1.0849], [-1.8264, 1.3295, -1.5234], [0.0380, 2.8454, -0.5304]], "forces_ev_per_angstrom": [[-0.0823, -0.0903, -0.6598], [0.4431, 0.3269, -0.4444], [0.0986, -0.0238, -0.3126], [0.1834, 0.2127, -0.0671], [-0.3296, 0.4426, 0.1617], [-0.2205, 0.3074, 0.0027], [-0.1338, 0.1910, -0.4088], [0.0943, -0.0759, -0.0080], [0.1249, -2.0358, 2.3012], [0.1077, 0.4610, -0.7707], [-0.0676, 0.1643, 0.1444], [-0.2183, 0.1200, 0.0614]]}


{"formula": "C3H5N3O", "method": "wB97M-V/def2-TZVPD", "smiles": "OCc1nc[nH]n1", "fmax_ev_per_a": 1.42, "e_lumo_ev": 0.83, "relative_energy_kj_mol": 173.8, "homo_energy_ev": -10.1166, "homo_lumo_gap_ev": 10.948, "elements": ["O", "C", "C", "N", "N", "C", "N", "H", "H", "H", "H", "H"], "positions_angstrom": [[-2.5975, 0.9146, -0.1398], [-1.6250, -0.0360, 0.1824], [-0.0975, 0.1813, 0.0256], [0.7299, 1.0615, -0.5254], [1.9982, 0.4531, -0.2763], [1.7846, -0.7086, 0.3477], [0.5206, -0.9111, 0.5707], [-2.6211, 1.0473, -1.0929], [-1.7978, -0.9991, -0.3276], [-1.7614, -0.2504, 1.2478], [2.9328, 0.6822, -0.6344], [2.5342, -1.4347, 0.6221]], "forces_ev_per_angstrom": [[0.3518, 0.3874, -0.3253], [0.3818, -0.0976, 0.0995], [0.2443, -0.2745, 0.0961], [0.7343, -0.7401, 0.2714], [-0.8099, -0.2415, -0.0871], [-0.1568, -0.2622, 0.1199], [0.0096, -0.1752, 0.0818], [0.0478, 0.0201, 0.0337], [0.0062, 0.3071, 0.0185], [0.1143, 0.0954, -0.1989], [-1.2358, 0.7037, -0.0573], [0.3125, 0.2773, -0.0522]]}


{"formula": "C3H5N3O", "method": "wB97M-V/def2-TZVPD", "smiles": "OCc1nc[nH]n1", "fmax_ev_per_a": 0.43, "e_lumo_ev": 0.84, "relative_energy_kj_mol": 111.7, "homo_energy_ev": -10.1645, "homo_lumo_gap_ev": 11.004, "elements": ["O", "C", "C", "N", "N", "C", "N", "H", "H", "H", "H", "H"], "positions_angstrom": [[1.2231, 1.3335, -1.6005], [0.8467, 1.4555, -0.2414], [0.0127, 0.2881, 0.1948], [-1.2970, 0.2729, 0.0160], [-1.6285, -0.9672, 0.4174], [-0.5329, -1.6345, 0.8200], [0.5284, -0.8723, 0.6917], [0.4128, 1.1685, -2.0949], [0.2879, 2.3849, -0.0642], [1.7674, 1.4763, 0.3461], [-2.5954, -1.2574, 0.4018], [-0.5552, -2.6533, 1.1874]], "forces_ev_per_angstrom": [[-0.0478, -0.0115, -0.1226], [-0.0848, -0.0075, 0.4205], [-0.0070, 0.1064, -0.1148], [0.2612, 0.0106, 0.0323], [-0.1935, -0.1328, 0.0463], [-0.0333, -0.0829, 0.0337], [-0.1483, 0.0122, -0.0191], [0.0711, 0.0418, -0.1085], [0.0840, -0.1446, -0.0301], [-0.1193, 0.0104, -0.1117], [0.2344, 0.0041, 0.0269], [-0.0166, 0.1937, -0.0528]]}


{"formula": "C3H5N3O", "method": "wB97M-V/def2-TZVPD", "smiles": "OCc1cnn[nH]1", "fmax_ev_per_a": 5.92, "e_lumo_ev": 0.60, "relative_energy_kj_mol": 263.2, "homo_energy_ev": -9.7489, "homo_lumo_gap_ev": 10.349, "elements": ["C", "C", "C", "H", "H", "H", "H", "H", "N", "N", "N", "O"], "positions_angstrom": [[-1.2152, -0.4515, 0.1899], [0.1461, -0.0142, 0.1602], [0.8553, 1.1868, 0.1478], [-1.7567, 0.8937, -1.0584], [-1.6181, -0.6318, 1.2371], [-1.4119, -1.3548, -0.4241], [0.5430, 2.1544, 0.4639], [1.0081, -1.8975, -0.2999], [2.1621, 0.8965, -0.0727], [2.2907, -0.3817, -0.1604], [1.1579, -0.8957, 0.0199], [-2.1612, 0.4957, -0.2035]], "forces_ev_per_angstrom": [[-3.2789, -1.3111, 1.9692], [2.4040, 1.4174, -0.0088], [-0.6475, -1.1053, 0.4160], [-1.4012, -0.6309, 1.9256], [1.0282, -0.4800, -0.8991], [0.6343, -0.0017, 0.4490], [-0.2278, 0.5181, -0.3667], [0.4303, 1.7449, 0.9455], [0.3110, 0.8875, 0.3831], [3.3688, 1.1759, -0.5024], [-3.7441, -4.4194, -1.2343], [1.1230, 2.2047, -3.0771]]}


{"formula": "C3H5N3O", "method": "wB97M-V/def2-TZVPD", "smiles": "C=NN(N)C=C=O", "fmax_ev_per_a": 4.00, "e_lumo_ev": 0.16, "relative_energy_kj_mol": 581.0, "homo_energy_ev": -7.2187, "homo_lumo_gap_ev": 7.379, "elements": ["C", "N", "C", "C", "N", "N", "O", "H", "H", "H", "H", "H"], "positions_angstrom": [[-1.1244, -1.3892, -0.1543], [1.8668, 0.1845, -0.3061], [0.1502, -1.3479, 0.2148], [-1.2242, 1.4702, 0.1507], [0.6363, -0.0231, 0.2614], [-0.4095, 0.6967, -0.4611], [-2.2595, -1.7420, -0.1873], [2.0528, 1.1835, -0.3311], [2.5962, -0.5133, -0.1718], [0.8584, -2.1600, 0.1628], [-1.2659, 1.5039, 1.2479], [-1.8773, 2.1366, -0.4261]], "forces_ev_per_angstrom": [[-2.0816, -3.3696, 0.3402], [0.8529, 0.7699, -2.4011], [0.2202, 0.6895, -0.5727], [1.2883, -0.9027, 0.6954], [-2.5247, 0.6371, 3.0346], [0.6219, 1.8661, -1.4533], [1.7864, 1.2117, -0.2674], [0.6598, -0.7702, 0.3913], [-0.6338, 0.6363, 0.2402], [-0.3899, -0.2557, 0.1422], [0.1737, 0.2307, -0.1717], [0.0268, -0.7431, 0.0222]]}


{"formula": "C3H5N3O", "method": "wB97M-V/def2-TZVPD", "fmax_ev_per_a": 5.91, "e_lumo_ev": -0.91, "relative_energy_kj_mol": 664.3, "homo_energy_ev": -10.0148, "homo_lumo_gap_ev": 9.105, "elements": ["C", "C", "C", "H", "H", "H", "H", "H", "N", "N", "N", "O"], "positions_angstrom": [[-1.4923, -0.3068, -0.6150], [-0.1991, 0.5630, -0.2791], [1.6585, 0.8443, 0.8920], [-1.5620, -1.4442, -1.1797], [-2.1460, -0.4312, 0.3811], [-2.0555, 0.2107, -1.3700], [2.3241, 0.7822, 1.7306], [0.3759, -2.2158, -0.3885], [0.2296, 1.7296, -0.6094], [1.5454, 1.8917, 0.0776], [0.6069, -0.0771, 0.5956], [0.7146, -1.5464, 0.7647]], "forces_ev_per_angstrom": [[-1.1521, -1.1064, 0.3985], [-1.7758, -3.4286, -0.6078], [-1.3867, 0.3488, -2.8638], [1.3922, 2.9392, 1.8535], [1.5595, 0.3451, -2.3161], [-0.4754, 0.6748, 0.0396], [0.4129, -0.4327, -0.1924], [1.4392, 3.4681, 4.5650], [1.8724, 0.0173, 0.2674], [-2.5005, -1.5134, 1.6013], [2.2112, -1.1397, 1.1802], [-1.5967, -0.1724, -3.9253]]}


{"formula": "C3H5N3O", "method": "wB97M-V/def2-TZVPD", "smiles": "Cc1cn(O)nn1", "fmax_ev_per_a": 3.46, "e_lumo_ev": 0.85, "relative_energy_kj_mol": 387.1, "homo_energy_ev": -8.7667, "homo_lumo_gap_ev": 9.616, "elements": ["C", "N", "C", "C", "O", "N", "N", "H", "H", "H", "H", "H"], "positions_angstrom": [[-1.6371, -1.1106, -0.5590], [1.2339, 0.9116, 0.4383], [-0.4450, -0.4350, 0.0214], [0.2924, 0.6532, -0.4555], [2.2404, 1.8244, 0.2401], [1.1071, -0.1784, 1.5457], [0.0958, -0.8013, 1.1977], [2.7566, 1.7835, 1.0600], [0.1785, 1.2237, -1.3606], [-2.5020, -0.4457, -0.5679], [-1.8794, -1.9978, 0.0290], [-1.4412, -1.4275, -1.5892]], "forces_ev_per_angstrom": [[-0.0120, -0.0359, -0.2056], [-0.6217, -2.1007, 1.2216], [0.3225, 0.8273, -0.3081], [-0.2830, -0.3693, 0.2169], [-0.0492, -0.3646, 0.3471], [1.4755, 2.9241, -1.1082], [-0.6902, -1.0264, -0.2406], [-0.0655, 0.0246, -0.0281], [0.0326, 0.0500, 0.0004], [-0.0594, -0.0882, -0.0053], [0.0330, 0.1316, -0.0337], [-0.0826, 0.0275, 0.1437]]}


{"formula": "C3H5N3O", "method": "wB97M-V/def2-TZVPD", "smiles": "Nc1c[nH]c(=O)[nH]1", "fmax_ev_per_a": 0.77, "e_lumo_ev": 0.69, "relative_energy_kj_mol": 114.2, "homo_energy_ev": -8.1008, "homo_lumo_gap_ev": 8.786, "elements": ["N", "C", "C", "N", "C", "O", "N", "H", "H", "H", "H", "H"], "positions_angstrom": [[1.9932, -0.0011, -0.0246], [0.6201, 0.1221, 0.1004], [-0.1832, 1.1888, -0.0280], [-1.5532, 0.7679, 0.1406], [-1.4677, -0.6511, -0.0394], [-2.2900, -1.3717, -0.5345], [-0.1758, -1.0064, 0.3864], [2.3215, -0.9025, -0.3434], [2.3844, 0.7403, -0.5902], [0.0359, 2.1562, -0.4497], [-1.8410, 0.9092, 1.1143], [0.1560, -1.9517, 0.2681]], "forces_ev_per_angstrom": [[0.0777, -0.0225, -0.0676], [-0.0998, 0.1957, -0.0397], [0.3176, -0.0040, 0.0222], [-0.0472, -0.1267, -0.1748], [-0.2676, -0.3999, -0.0782], [0.1889, 0.0931, 0.7392], [0.0799, -0.0592, -0.3204], [-0.1101, 0.0701, -0.0209], [0.0740, -0.0522, 0.1602], [0.1103, 0.0395, 0.3228], [-0.2859, 0.1853, -0.3413], [-0.0379, 0.0809, -0.2013]]}


{"formula": "C3H5N3O", "method": "wB97M-V/def2-TZVPD", "fmax_ev_per_a": 2.60, "e_lumo_ev": [0.11, 0.11], "relative_energy_kj_mol": 558.2, "homo_energy_ev": [-7.5535, -7.5542], "homo_lumo_gap_ev": [7.660, 7.661], "elements": ["O", "C", "C", "N", "N", "C", "N", "H", "H", "H", "H", "H"], "positions_angstrom": [[1.4112, -1.3034, -1.7477], [1.4764, -0.5233, -0.6536], [0.4412, -0.4162, 0.2067], [-0.8190, -0.8694, -0.1570], [-1.4385, 0.3434, -0.0220], [-0.8169, 0.9930, 1.1333], [0.3826, 0.6042, 1.2107], [0.4841, -1.6039, -1.8047], [-0.8306, 1.1824, -0.9307], [2.4377, -0.0560, -0.4985], [-2.4652, 0.2595, -0.0304], [-1.3205, 1.8041, 1.6427]], "forces_ev_per_angstrom": [[-0.2072, -0.0542, -0.0781], [0.2999, -0.0660, 0.3892], [0.3923, -0.0314, -0.4780], [0.2008, -0.1336, 0.0119], [0.2042, 1.1679, -1.1763], [0.3970, 0.1601, 0.1493], [-0.3014, -0.0127, 0.1208], [0.1286, 0.0325, 0.0101], [-1.8138, -1.3388, 1.2864], [0.0192, -0.0814, 0.1014], [0.5704, 0.4463, -0.3660], [0.1100, -0.0887, 0.0295]]}


{"formula": "C3H5N3O", "method": "wB97M-V/def2-TZVPD", "fmax_ev_per_a": 6.82, "e_lumo_ev": [1.07, -2.09], "spin_multiplicity": 3, "relative_energy_kj_mol": 202.3, "homo_energy_ev": [-5.2450, -9.4985], "homo_lumo_gap_ev": [6.317, 7.411], "elements": ["C", "C", "C", "N", "N", "N", "O", "H", "H", "H", "H", "H"], "positions_angstrom": [[-1.5109, 1.1058, -0.7036], [-1.4460, 1.2550, 0.6856], [1.3329, -0.8011, -0.0914], [-0.6549, 0.2306, -1.1184], [0.0135, -0.1110, -0.0309], [-0.4896, 0.4058, 1.0829], [0.0581, 0.0812, 2.1583], [-2.1258, 1.5420, -1.3998], [-1.9997, 1.9295, 1.3800], [1.8625, -0.6448, -1.0945], [1.8492, -0.3778, 0.6846], [1.0155, -1.8478, 0.1369]], "forces_ev_per_angstrom": [[-1.5743, 1.7076, 4.2199], [-4.2365, 3.9826, -1.5162], [-2.7027, -0.8812, -1.9316], [2.1647, -1.8712, -1.4968], [4.0244, -3.5299, -4.2250], [1.1955, -0.6866, 2.3660], [-0.0833, 0.2443, 1.6346], [-1.5123, 1.1908, -1.1091], [0.7167, -0.8998, -0.8105], [-1.1265, -0.2725, 1.4712], [1.8195, 0.5906, 1.8529], [1.3148, 0.4253, -0.4554]]}


Question: Which formula does entry 9 have?
Answer: C3H5N3O